Here is a 11-piece molecular cluster, C22H66O21 overall from OMol25. Energies are from ωB97M-V/def2-TZVPD.

Structure (XYZ):
```
109
Properties=species:S:1:pos:R:3:forces:R:3:mulliken_charge:R:1
C 2.1534 -0.5803 4.6034 -0.5 0.1 1.2 -0.73
C 3.2438 -0.0618 3.6642 -0.2 1.2 2.8 -0.20
O 2.9021 -0.2772 2.3891 -1.1 -0.9 -3.1 -0.18
O 0.8218 0.0109 4.4533 2.0 -0.5 -0.4 -0.47
H 2.4105 -0.4191 5.6503 0.3 0.2 0.0 0.38
H 2.0345 -1.6586 4.4973 0.1 -0.2 -0.2 0.36
H 4.2169 -0.4874 3.9092 0.0 -0.2 0.3 0.39
H 3.3232 1.0198 3.7736 0.2 0.2 0.6 0.01
H 3.6427 -0.6239 1.8862 0.4 -0.3 -0.6 0.24
H 0.6637 -0.3395 3.5737 -1.3 0.3 -0.6 0.30
C -0.6253 0.3069 -4.2500 0.6 -0.3 -1.3 0.14
C 0.8801 0.1408 -4.4265 0.4 0.4 1.1 0.06
O 1.4056 0.7851 -5.5675 0.0 -0.7 -0.8 -0.61
O -0.8894 1.7043 -4.1399 -0.6 -0.8 0.0 -0.60
H -1.0566 -0.3686 -3.5113 0.2 0.5 0.9 -0.28
H -1.0997 -0.1026 -5.1418 -0.1 0.6 -0.5 0.44
H 1.2260 -0.8929 -4.4218 -0.3 -0.2 -0.5 0.34
H 1.3630 0.5463 -3.5374 0.0 0.3 0.3 -0.01
H 1.4958 1.7389 -5.5065 -0.4 -0.1 0.6 0.32
H -0.7799 1.9522 -3.2190 0.1 0.3 0.4 0.33
C 2.0855 3.3479 3.8660 -1.0 -0.6 -1.1 -0.73
C 2.0228 3.0469 2.3311 2.1 -1.1 0.4 0.97
O 1.9838 4.2148 1.5719 -0.8 1.3 -0.5 -0.59
O 3.3181 3.8575 4.3009 0.9 0.4 -0.6 -0.57
H 1.9020 2.4553 4.4641 -0.6 -0.1 -0.3 0.38
H 1.2819 4.0769 3.9713 -0.1 0.1 0.5 0.44
H 1.3036 2.2981 1.9992 -1.0 0.4 0.6 -0.13
H 2.8942 2.5173 1.9461 0.7 -0.3 0.8 -0.39
H 2.7664 4.2935 1.0215 -0.1 -0.1 0.2 0.38
H 3.2072 4.3648 5.1083 -0.2 0.0 -0.1 0.31
C -3.9735 0.1765 3.4776 -0.4 -1.1 -2.3 0.21
C -2.6280 -0.5121 3.5200 0.0 -0.1 0.4 0.22
O -2.6013 -1.3092 4.7171 0.2 0.2 -0.1 -0.64
O -4.2519 0.9289 4.5824 0.1 1.0 1.4 -0.55
H -4.7363 -0.5855 3.3181 -0.2 -0.4 0.2 0.14
H -4.0968 0.8094 2.5988 0.4 0.2 -0.1 -0.10
H -1.8472 0.2470 3.4730 0.3 -0.1 0.4 -0.04
H -2.4349 -1.2222 2.7160 -0.4 0.3 -0.2 0.02
H -2.3483 -0.7500 5.4553 0.3 0.0 0.0 0.33
H -4.0175 0.3876 5.3398 -0.2 0.0 0.3 0.37
C 4.5424 0.4009 -0.1270 2.5 -0.9 -1.0 0.79
C 5.8775 0.8675 -0.7681 0.0 0.9 0.0 -0.85
O 6.2413 0.1928 -1.9774 -0.7 -0.1 0.2 -0.52
O 4.8809 -0.8180 0.5659 -1.1 0.9 1.1 -0.79
H 3.7802 0.2047 -0.8811 -0.1 0.2 -0.1 -0.06
H 4.2045 1.1761 0.5607 0.0 -0.4 0.2 -0.22
H 6.7231 0.7719 -0.0870 -0.3 -0.4 0.6 0.38
H 5.8348 1.9461 -0.9193 -0.3 0.3 -0.5 0.39
H 7.1703 0.3731 -2.1391 0.0 0.0 0.0 0.31
H 5.0526 -1.5126 -0.0741 0.3 -0.2 -0.6 0.31
C 2.8213 -3.1454 -1.3603 1.3 -1.0 0.0 0.90
C 4.1805 -3.6815 -0.7975 -0.5 0.2 0.6 -0.79
O 5.2881 -2.8796 -1.1329 0.6 0.6 -1.0 -0.60
O 2.7760 -3.3926 -2.7785 -0.2 0.3 0.8 -0.56
H 2.7171 -2.0866 -1.1234 0.1 0.2 -0.1 -0.69
H 1.9922 -3.6575 -0.8719 0.0 -0.2 -0.2 0.38
H 4.4205 -4.6954 -1.1176 -0.6 -0.2 0.1 0.40
H 4.2705 -3.6024 0.2859 -1.0 -0.5 0.2 0.32
H 5.6566 -3.1516 -1.9766 0.1 0.2 -0.1 0.29
H 3.3785 -2.7459 -3.1530 0.0 0.1 -0.3 0.33
C -1.2318 -2.9339 -2.0909 0.9 -1.6 -0.7 0.12
C -1.5130 -4.5050 -2.1993 -0.1 1.9 0.2 -0.56
O -1.8838 -5.0207 -0.9597 1.1 -0.3 0.4 -0.60
O -2.4251 -2.2324 -1.9005 -0.9 0.6 0.9 -0.40
H -0.7422 -2.4701 -2.9473 0.2 -0.6 -0.6 0.12
H -0.5260 -2.7494 -1.2810 -0.5 0.0 0.5 -0.19
H -0.6821 -5.0796 -2.6084 0.1 0.2 -0.1 0.38
H -2.4101 -4.5939 -2.8121 0.2 -0.1 -0.9 0.35
H -2.8353 -4.9036 -0.9094 -0.3 0.0 0.5 0.50
H -3.0614 -2.5255 -2.5568 0.0 -0.1 -0.2 0.24
C -4.3114 -3.0413 1.1610 -1.7 0.4 -0.8 -0.41
C -5.1793 -3.8568 0.1438 0.7 -0.2 1.1 -0.79
O -4.4051 -4.6316 -0.7699 -0.1 0.3 -0.5 -0.50
O -4.0146 -1.7375 0.6212 0.1 -0.9 0.5 -0.17
H -3.4995 -3.6096 1.6149 0.5 0.1 -0.7 0.38
H -4.9640 -2.8354 2.0093 -0.2 0.0 0.0 0.38
H -5.7992 -3.1745 -0.4380 -0.2 0.1 0.3 0.33
H -5.7627 -4.6104 0.6727 -0.4 0.4 0.3 0.36
H -5.0015 -4.9018 -1.4720 0.1 -0.2 -0.1 0.26
H -3.7493 -1.8740 -0.2912 0.6 0.0 -0.3 0.17
C -3.6891 2.2383 -1.2040 -1.6 -1.6 0.5 1.10
C -4.9757 1.9361 -0.3693 0.0 0.3 -0.1 -0.53
O -6.1231 2.5706 -0.9716 0.7 -0.3 0.6 -0.53
O -3.5677 3.6211 -1.3075 0.8 0.7 -0.3 -0.56
H -3.7933 1.8030 -2.1979 -0.1 0.3 -0.2 0.26
H -2.7833 1.7714 -0.8174 0.0 -0.2 0.6 -0.94
H -4.8499 2.3454 0.6330 -0.1 0.6 0.0 0.23
H -5.2201 0.9067 -0.1072 0.4 -0.5 -0.7 0.30
H -6.2065 2.2090 -1.8570 -0.1 0.0 -0.1 0.33
H -3.4740 3.9546 -0.4122 -0.2 0.3 0.2 0.34
C -0.3992 0.1272 0.7122 0.3 -0.8 -0.9 -0.22
C 0.3664 0.1886 -0.6505 -1.0 0.6 1.1 0.82
O 1.2150 1.3015 -0.7185 1.1 -0.1 0.1 -0.27
O 0.3018 -0.6515 1.6610 -0.5 -0.2 0.1 -0.77
H -1.3484 -0.3756 0.5271 -0.1 -0.1 0.1 0.38
H -0.6173 1.1140 1.1204 0.1 0.4 -0.2 0.21
H -0.3605 0.2945 -1.4559 -0.2 -0.5 -0.2 -0.43
H 0.9614 -0.7202 -0.7400 -0.1 0.0 -0.2 -0.47
H 0.6269 2.0538 -0.8171 -0.2 0.4 0.0 0.31
H 1.2212 -0.3758 1.6752 0.7 0.1 0.0 0.34
C 0.0167 4.6835 -3.1553 -0.1 0.3 1.2 -1.24
C -0.1402 4.3675 -1.6402 0.1 1.2 -1.1 -0.06
O -0.7410 3.1071 -1.4457 0.5 -0.7 0.3 -0.02
H 0.8523 4.1232 -3.5748 -0.1 0.1 -0.1 0.27
H 0.1873 5.7586 -3.2114 0.3 0.0 -0.3 0.46
H -0.8861 4.4882 -3.7340 0.0 -0.2 0.2 0.27
H -0.6898 5.1463 -1.1116 -0.6 0.0 -0.3 0.46
H 0.8196 4.4696 -1.1337 0.3 -0.8 -0.1 0.14
H -1.6763 3.2290 -1.2672 -0.3 0.3 -0.2 -0.16
```
Forces are in eV/Å.

Output
Total energy, eV: -66875.2365
Max |F|, eV/A: 3.4
Multiplicity: 1
HOMO energy, eV: -9.6
SMILES: OCCO.OCCO.OCCO.OCCO.OCCO.OCCO.OCCO.OCCO.OCCO.OCCO.CCO